1.
Molecular formula: C31H46GeInN9O2Se
Method: DFT, the ωB97M-V functional and the def2-TZVPD basis

XYZ file:
```
91
Properties=species:S:1:pos:R:3:mulliken_charge:R:1
In 0.27618 0.20356 0.90599 1.62
Se 0.07526 1.02147 -1.87471 0.40
Ge 1.47913 0.29703 -4.79147 0.64
O -0.95397 2.23812 0.42293 -0.59
O -3.16230 2.54157 0.28733 -0.78
N -6.87194 0.83653 3.70271 -0.41
N -0.94265 1.35147 2.79542 -0.20
N 0.50276 -2.45816 2.79754 0.17
N 1.67647 -1.46098 0.46845 -0.33
N -5.91404 1.24489 1.64603 -0.27
N 2.25414 1.32515 1.22068 -0.72
N 0.58556 -1.12305 2.89720 0.02
N 2.87260 1.19561 0.01176 0.55
N -5.62110 2.74249 3.39053 -0.15
C -3.57219 4.21244 2.86376 -0.74
C -1.77350 1.02678 -2.44996 -1.00
C 0.64103 -3.04155 4.00697 -0.01
C -2.22636 1.94580 2.40679 0.63
C 3.51704 -2.38862 -0.83103 -0.70
C -0.54745 -4.22286 1.53279 -0.44
C 3.43398 -0.02867 -0.46784 0.78
C -0.78200 -4.92917 0.36107 0.34
C 3.12230 2.41402 -0.51555 -0.03
C -1.70058 -6.11817 0.34570 -1.57
C 2.13068 2.64370 1.42153 -0.28
C 4.71114 -2.25531 -1.50179 -1.25
C 0.80472 -2.03649 4.93269 -1.54
C 2.81102 -1.28746 -0.30177 0.45
C 1.20414 -1.04691 -6.19542 -1.20
C 0.90508 -2.63419 0.39011 0.52
C 2.66676 3.36973 0.36476 -1.25
C 0.75806 -0.85471 4.18858 -0.31
C 0.63521 -3.33818 -0.78794 0.03
C -5.05649 3.85245 2.60925 -0.99
C -2.11853 2.28779 0.91133 -0.12
C 6.62152 -0.86143 -2.39356 -1.82
C -6.13579 1.61721 2.89394 0.77
C 0.67299 -0.39858 -3.06212 -0.09
C 0.61136 1.99253 -5.28045 -1.22
C 0.28145 -3.10880 1.55581 -0.14
C 4.65596 0.07748 -1.13173 -0.37
C 3.38708 0.52645 -4.37905 -0.86
C -2.56937 3.14068 3.32040 -1.00
C -0.16730 -4.46503 -0.79847 -1.21
C 5.30555 -1.00864 -1.68647 0.14
H 0.96322 -2.14382 5.99105 0.44
H 1.66730 -0.69224 -7.11647 0.39
H -1.48581 -6.78861 1.17776 0.38
H -0.24130 2.08795 2.81327 -0.08
H -1.59969 -6.67745 -0.58192 0.39
H 6.67129 0.06604 -2.96344 0.38
H -0.34833 1.80881 -5.76404 0.34
H -5.65258 4.72939 2.85870 0.39
H 3.86317 -0.44332 -4.23163 0.26
H -0.33354 -4.98251 -1.73540 0.40
H 3.57149 2.53495 -1.48537 0.45
H 1.44771 -0.95879 -2.53695 -0.79
H -2.32493 1.73542 -1.83981 0.18
H 0.45343 2.64393 -4.42060 0.37
H -7.31974 0.01321 3.34120 0.22
H -5.21276 3.65058 1.55583 0.46
H -5.16789 1.68439 1.06547 0.09
H -1.02908 -4.53802 2.45156 0.57
H -0.99409 0.95073 3.72510 0.34
H -1.62875 3.67351 3.48471 0.45
H 1.05570 -2.98414 -1.71974 0.58
H 1.24449 2.51962 -5.99434 0.42
H 5.13634 1.04624 -1.19444 0.67
H 7.44115 -0.84552 -1.67140 0.39
H 0.14283 -1.20159 -6.38687 0.38
H -3.55154 4.98050 3.63770 0.53
H -3.19603 4.67283 1.94953 0.30
H -5.85800 2.95827 4.34593 0.24
H 0.63371 -4.11054 4.12870 0.53
H -2.18622 0.02602 -2.35101 0.38
H -2.99154 1.17299 2.49311 0.37
H -1.77752 1.33054 -3.49473 0.38
H -2.74094 -5.80057 0.43760 0.31
H 1.67648 3.02217 2.32345 0.47
H 0.89475 0.15781 4.53172 0.68
H 2.71543 4.43877 0.25707 0.50
H -0.17024 -1.06275 -3.24756 0.66
H 5.21081 -3.14159 -1.87397 0.45
H 3.13011 -3.37793 -0.63957 0.52
H 3.53372 1.12006 -3.47666 0.04
H -6.36699 0.42046 1.28944 0.22
H 3.88364 1.02965 -5.20914 0.51
H -7.21177 1.18535 4.58282 0.21
H -2.88812 2.74971 4.29014 0.38
H 6.79852 -1.69737 -3.06786 0.41
H 1.65850 -2.00117 -5.93166 0.37
```

The largest force on an atom comes out at 1.4 eV Å⁻¹. Its net charge is +2. The value obtained for the total energy is -6520.206194 a.u. Its gap between HOMO and LUMO is 5.618 eV.

---

2.
Molecular formula: C31H46P2Pb
Method: DFT, the ωB97M-V functional and the def2-TZVPD basis

XYZ file:
```
80
Properties=species:S:1:pos:R:3:mulliken_charge:R:1
Pb 0.97049 -1.37113 -3.33251 0.50
P 0.47000 3.02192 -0.84770 0.34
P -1.79006 1.30019 -0.71623 1.55
C 0.34736 0.91880 -5.66884 -1.14
C 1.54852 -2.57793 3.33494 0.53
C -0.56550 -1.88728 3.93789 0.61
C 0.48928 3.51301 4.76692 -0.84
C -0.77656 3.86580 5.26850 -0.42
C -1.68409 -1.13830 4.54885 -1.54
C 0.65719 -1.91529 -6.52728 -0.69
C 1.43093 -0.52936 4.89534 -1.63
C 0.60347 2.63370 3.68009 -0.22
C -0.52694 1.89628 -1.92684 -0.21
C 1.78610 1.85456 -0.26905 -1.01
C -1.90490 3.19528 4.79439 -0.77
C 1.81512 0.86544 -5.22118 -0.40
C 1.58895 4.03032 -1.88938 -1.17
C -1.78535 2.25941 3.77352 -0.31
C -0.55252 2.04763 3.12630 0.89
C -0.74341 -2.07047 -5.93988 -0.88
C 0.61342 -3.45190 2.72616 0.86
C -0.97098 1.00594 0.77317 -1.39
C 2.31978 -0.54432 -4.93898 -0.71
C -3.17196 2.44475 -0.68409 -1.48
C -0.57504 1.43889 1.86183 0.38
C -0.69113 -3.03862 3.10978 0.41
C -0.86318 -1.21295 -4.70146 -0.41
C 3.01425 -2.66715 3.23730 -1.54
C 1.78945 -1.75326 -5.49606 -0.49
C 0.94689 -4.65452 1.95123 -1.53
C -2.56307 -0.30830 -0.96331 -1.25
C -0.56232 0.16373 -4.71935 -0.26
C -1.95624 -3.69969 2.74309 -1.70
C 0.82737 -1.60385 4.07932 0.83
H -2.48730 -1.81875 4.87486 0.49
H 2.50631 2.51471 0.22974 0.42
H 1.88988 1.47916 -4.29875 0.02
H -3.61181 -0.23443 -0.66940 0.46
H 3.31395 -2.90536 2.21249 0.39
H -4.10753 1.92280 -0.46762 0.47
H 1.20508 4.13182 -2.90009 0.40
H 1.80761 -4.46299 1.30788 0.37
H 2.57883 3.56214 -1.88500 0.34
H -1.24901 0.84798 -4.19029 0.78
H -3.27624 2.87332 -1.66960 0.47
H -0.99986 2.47670 -2.75587 0.61
H -0.87567 4.63699 6.03962 0.44
H 1.38106 1.13942 0.44719 0.08
H 0.68452 -1.08446 -7.24748 0.23
H -1.53376 -1.60979 -3.92472 0.35
H -2.13020 -0.43388 3.82694 0.26
H 2.34009 -2.70668 -5.37032 0.48
H -2.47895 -0.64644 -1.99888 0.22
H 0.26551 0.65486 -6.73558 0.30
H 1.57131 2.42006 3.21960 0.51
H 0.88599 -2.82442 -7.10840 0.47
H 3.49070 -1.72814 3.53490 0.41
H 1.38883 3.93836 5.23519 0.42
H 1.20711 -5.51524 2.58154 0.33
H 2.45812 1.35835 -5.97029 0.45
H 3.41197 -3.46302 3.87945 0.35
H -0.95772 -3.12322 -5.68690 0.34
H -2.08686 -0.97549 -0.24343 0.34
H 0.10139 -4.96149 1.33542 0.39
H 0.68483 -0.08634 5.57411 0.31
H -2.88729 3.38563 5.23120 0.43
H 2.27359 -0.90833 5.50131 0.46
H 2.24040 1.33541 -1.12007 0.44
H 0.02034 1.96896 -5.61310 0.47
H 3.29673 -0.63153 -4.43183 0.58
H -1.96968 -3.94790 1.67390 0.45
H 1.83331 0.28003 4.26057 0.36
H 0.03233 1.09824 -2.45308 -0.64
H -2.65634 1.72162 3.40039 0.45
H 1.63398 5.02157 -1.41548 0.35
H -1.33816 -0.54700 5.41084 0.37
H -2.09077 -4.64320 3.29283 0.35
H -1.46149 -1.72218 -6.70581 0.29
H -3.02178 3.24387 0.05201 0.38
H -2.81873 -3.06303 2.97351 0.41
```

The largest force on an atom comes out at 3.0 eV Å⁻¹. Its net charge is +2. The value obtained for the total energy is -2083.587260 a.u. Its gap between HOMO and LUMO (alpha / beta) is 2.467 / 2.477 eV.

---

> net charge of number 1 (C31H46GeInN9O2Se)?

+2

---

> Number 2 is which compound?

C31H46P2Pb

---

> What is the formula in the first record?

C31H46GeInN9O2Se